# 1
# C14H43F4IN19O9

A structure of composition C14H43F4IN19O9 (ωB97M-V/def2-TZVPD, the Open Molecules 2025 dataset).

```
90
Properties=species:S:1:pos:R:3
C -4.206 -1.600 -1.905
C -3.649 -2.780 -2.640
I -1.965 -1.987 -3.755
C -3.183 -3.971 -1.720
N -2.864 -3.635 -0.366
C -3.794 -3.889 0.525
F -4.776 -2.864 0.698
F -4.519 -5.071 0.352
C -3.120 -4.044 1.926
F -1.903 -3.472 1.983
F -3.871 -3.470 2.903
H -4.357 -0.805 -2.629
H -3.510 -1.212 -1.178
H -5.181 -1.773 -1.475
H -4.368 -3.187 -3.340
H -3.916 -4.775 -1.860
H -2.263 -4.338 -2.173
H -3.019 -5.088 2.191
C 1.965 -0.391 -2.599
O 1.291 0.353 -3.285
N 1.564 -0.785 -1.360
N 3.174 -0.898 -3.010
H 2.103 -1.387 -0.763
H 0.676 -0.441 -1.039
H 3.504 -0.624 -3.920
H 3.736 -1.512 -2.450
C 4.564 -1.980 0.950
O 3.617 -1.512 0.336
N 5.633 -1.208 1.273
N 4.611 -3.286 1.350
H 6.431 -1.545 1.775
H 5.595 -0.236 0.983
H 3.825 -3.866 1.120
H 5.379 -3.683 1.854
C -4.692 2.480 -2.844
O -5.336 1.457 -2.748
N -3.465 2.597 -2.240
N -5.108 3.571 -3.563
H -2.885 3.413 -2.297
H -3.130 1.794 -1.736
H -5.997 3.503 -4.021
H -4.576 4.414 -3.652
C 3.928 1.949 0.651
O 4.999 1.340 0.672
N 3.859 3.278 0.991
N 2.752 1.382 0.308
H 3.007 3.808 0.990
H 4.716 3.732 1.247
H 2.764 0.407 0.051
H 1.875 1.880 0.296
C 3.530 -2.474 -6.594
O 4.535 -1.808 -6.389
N 2.581 -2.675 -5.643
N 3.283 -3.070 -7.805
H 1.749 -3.215 -5.787
H 2.735 -2.246 -4.746
H 3.965 -2.938 -8.527
H 2.468 -3.618 -7.997
C 0.529 -4.269 4.917
O 0.105 -5.407 5.023
N 1.601 -3.823 5.658
N -0.007 -3.351 4.070
H 1.972 -2.896 5.593
H 2.021 -4.474 6.293
H -0.796 -3.627 3.501
H 0.341 -2.416 3.982
C -4.070 4.587 1.121
O -2.993 5.005 0.710
N -4.583 3.396 0.717
N -4.831 5.287 2.016
H -5.457 3.020 1.033
H -4.036 2.874 0.055
H -4.474 6.169 2.330
H -5.713 4.964 2.366
C -1.397 3.433 0.258
O -0.327 2.846 0.186
N -1.857 4.256 -0.734
N -2.226 3.317 1.336
H -2.734 4.751 -0.689
H -1.273 4.363 -1.543
H -1.927 2.720 2.082
H -3.108 3.791 1.412
C 4.318 3.925 4.945
O 4.335 5.079 4.549
N 4.233 3.612 6.278
N 4.382 2.859 4.099
H 4.217 2.674 6.628
H 4.184 4.375 6.925
H 4.442 3.055 3.115
H 4.369 1.905 4.404
```

Summary:
orbital gap = 0.2022 Eh
total charge = -1
total energy = -80930.2301 eV

***

# 2
# C31H31BrGaN3O4P

A structure of composition C31H31BrGaN3O4P (ωB97M-V/def2-TZVPD, the Open Molecules 2025 dataset).

```
72
Properties=species:S:1:pos:R:3
Ga 0.170 -1.483 -0.109
O -0.666 -1.895 3.645
C -1.051 -1.363 2.633
O -0.782 -1.792 1.424
C -1.863 -0.097 2.668
C -2.447 0.245 3.884
C -3.110 1.447 4.039
C -3.191 2.328 2.971
C -2.639 1.990 1.748
C -1.963 0.778 1.578
P -1.373 0.428 -0.123
C -0.883 2.040 -0.790
C -0.127 2.881 0.028
C 0.342 4.088 -0.461
C 0.061 4.466 -1.768
C -0.667 3.620 -2.589
C -1.125 2.401 -2.112
C -2.912 -0.114 -0.920
C -3.210 -1.477 -0.907
C -4.414 -1.926 -1.426
C -5.324 -1.020 -1.952
C -5.034 0.337 -1.951
C -3.835 0.796 -1.432
H -2.345 -0.454 4.703
H -3.552 1.702 4.993
H -3.671 3.290 3.091
H -2.720 2.679 0.918
H 0.081 2.594 1.052
H 0.921 4.738 0.182
H 0.406 5.422 -2.138
H -0.864 3.902 -3.615
H -1.679 1.738 -2.766
H -2.517 -2.187 -0.468
H -4.639 -2.984 -1.416
H -6.264 -1.371 -2.357
H -5.748 1.044 -2.353
H -3.619 1.856 -1.426
Br 2.673 0.684 -2.709
C 1.360 -0.492 -3.417
C 1.118 -0.493 -4.778
C 0.247 -1.448 -5.283
C -0.299 -2.384 -4.421
C -0.007 -2.286 -3.073
N 0.785 -1.331 -2.566
C -0.467 -3.356 -2.095
O -1.033 -4.337 -2.499
O -0.125 -3.126 -0.856
H 1.623 0.210 -5.423
H 0.034 -1.484 -6.343
H -0.933 -3.192 -4.757
C 1.605 0.231 2.866
C 2.180 -1.179 2.735
N 3.367 -1.180 1.876
C 4.647 -1.363 2.561
C 5.070 -0.153 3.388
C 3.257 -1.080 0.564
C 4.503 -0.939 -0.264
N 2.101 -1.101 -0.080
H 0.886 0.262 3.681
H 1.110 0.535 1.941
H 2.395 0.952 3.079
H 1.441 -1.872 2.331
H 2.464 -1.561 3.712
H 5.423 -1.604 1.842
H 4.540 -2.225 3.221
H 5.134 0.748 2.777
H 6.056 -0.349 3.808
H 4.380 0.030 4.211
H 5.195 -0.228 0.182
H 4.257 -0.590 -1.264
H 5.003 -1.905 -0.350
H 2.266 -1.041 -1.076
```

Summary:
orbital gap = 0.3332 Eh
energy relative to the best compared isomer or geometry (same formula, charge and spin) = 0.0 kJ/mol
total charge = +1
total energy = -177016.3087 eV

***

# 3
# C3H4EuFO3

A structure of composition C3H4EuFO3 (ωB97M-V/def2-TZVPD, the Open Molecules 2025 dataset).

```
12
Properties=species:S:1:pos:R:3
C 1.564 -1.180 -0.464
C 0.776 -0.913 0.607
H 1.059 -1.521 -1.371
H 2.560 -0.733 -0.534
F 1.328 -0.442 1.734
H -0.245 -1.275 0.788
Eu 2.527 -3.911 0.047
O -2.865 2.296 -0.178
C -1.645 1.662 -0.120
O -0.626 2.358 -0.254
O -1.732 0.419 0.034
H -2.701 3.239 -0.289
```

Summary:
orbital gap (alpha / beta) = 0.0837 / 0.0843 Eh
energy relative to the best compared isomer or geometry (same formula, charge and spin) = 133.2 kJ/mol
spin multiplicity = 8
total charge = +1
total energy = -31352.5893 eV

***

# 4
# C36H96F6N8O17PS6

A cluster of 9 separate species, C36H96F6N8O17PS6 in total (ωB97M-V/def2-TZVPD, the Open Molecules 2025 dataset).

```
170
Properties=species:S:1:pos:R:3
C 4.551 7.126 -7.912
C 3.432 7.241 -6.814
C 2.158 6.356 -7.138
O 2.562 4.994 -6.913
C 2.291 4.067 -8.069
N 4.176 6.634 -5.557
H 5.037 7.126 -5.366
H 3.697 6.665 -4.669
H 4.442 5.715 -5.883
H 5.440 7.563 -7.458
H 4.152 7.493 -8.858
H 4.741 6.075 -8.130
H 3.207 8.290 -6.623
H 1.703 6.317 -8.128
H 1.329 6.693 -6.516
H 1.261 4.183 -8.406
H 2.328 3.006 -7.824
H 2.959 4.356 -8.880
C 12.721 -1.454 6.218
C 11.871 -0.312 6.880
C 10.322 -0.489 6.621
O 9.594 0.659 7.149
C 8.344 1.085 6.648
N 12.098 -0.337 8.395
H 11.581 -1.076 8.849
H 13.049 -0.662 8.499
H 11.914 0.483 8.956
H 13.763 -1.279 6.485
H 12.806 -1.471 5.131
H 12.395 -2.434 6.565
H 12.412 0.569 6.536
H 9.905 -1.402 7.046
H 10.079 -0.516 5.559
H 8.369 1.369 5.596
H 7.914 1.984 7.091
H 7.589 0.305 6.749
C 8.167 -2.657 -8.426
C 7.197 -3.916 -8.336
C 7.198 -4.885 -9.488
O 6.748 -4.184 -10.614
C 6.335 -5.099 -11.563
N 7.429 -4.693 -7.003
H 8.378 -4.906 -6.732
H 6.984 -4.111 -6.308
H 6.983 -5.597 -6.943
H 9.199 -2.930 -8.208
H 7.811 -1.920 -7.707
H 8.087 -2.203 -9.413
H 6.147 -3.633 -8.265
H 6.706 -5.841 -9.312
H 8.197 -5.259 -9.711
H 6.208 -4.544 -12.492
H 5.380 -5.577 -11.347
H 7.132 -5.822 -11.735
C -4.444 -3.417 -6.479
C -5.370 -4.252 -5.629
C -6.276 -3.433 -4.677
O -7.170 -2.668 -5.433
C -8.341 -2.229 -4.652
N -6.263 -5.088 -6.571
H -5.968 -5.239 -7.526
H -6.374 -6.023 -6.206
H -7.164 -4.646 -6.687
H -5.026 -2.678 -7.029
H -3.758 -3.885 -7.185
H -3.820 -2.880 -5.764
H -4.735 -5.020 -5.187
H -5.691 -2.773 -4.036
H -6.731 -4.174 -4.019
H -8.675 -1.329 -5.167
H -7.951 -1.997 -3.661
H -9.145 -2.964 -4.619
C 7.777 -6.565 2.927
C 7.163 -7.824 2.118
C 5.689 -8.279 2.467
O 5.457 -9.685 2.332
C 6.224 -10.502 3.204
N 7.148 -7.527 0.656
H 6.737 -6.618 0.499
H 8.090 -7.620 0.301
H 6.644 -8.218 0.119
H 7.916 -6.950 3.938
H 7.063 -5.749 3.038
H 8.719 -6.251 2.478
H 7.797 -8.707 2.190
H 4.967 -7.680 1.913
H 5.510 -7.995 3.504
H 7.313 -10.450 3.206
H 5.948 -11.542 3.034
H 5.949 -10.315 4.242
C -8.729 8.482 1.585
C -7.660 7.749 2.325
C -8.150 6.830 3.499
C -9.560 6.202 3.398
P -9.842 4.747 4.524
C -9.407 3.193 3.722
C -8.000 3.092 3.304
C -7.410 1.734 3.632
C -6.013 1.499 2.937
C -8.571 4.906 5.961
C -9.057 5.907 7.082
C -8.124 5.906 8.265
C -8.340 4.530 8.991
C -11.595 4.680 5.320
C -11.653 3.562 6.373
C -12.970 3.211 6.947
C -12.772 2.430 8.221
H -8.364 9.403 1.131
H -9.586 8.676 2.230
H -9.212 7.884 0.811
H -6.981 8.481 2.762
H -7.184 7.093 1.596
H -7.823 7.312 4.421
H -7.447 5.997 3.467
H -9.759 5.963 2.354
H -10.264 7.001 3.634
H -10.138 3.002 2.936
H -9.568 2.462 4.514
H -7.300 3.817 3.718
H -7.877 3.267 2.235
H -8.076 0.919 3.346
H -7.284 1.439 4.673
H -5.197 2.056 3.396
H -5.969 1.982 1.961
H -5.612 0.493 3.057
H -7.630 5.302 5.578
H -8.390 3.940 6.433
H -10.080 5.652 7.360
H -9.084 6.927 6.699
H -8.601 6.680 8.867
H -7.125 6.339 8.204
H -9.389 4.248 8.901
H -8.049 4.495 10.041
H -7.798 3.726 8.493
H -12.322 4.666 4.508
H -11.786 5.697 5.664
H -10.909 3.809 7.130
H -11.283 2.663 5.879
H -13.523 2.635 6.205
H -13.401 4.203 7.081
H -13.650 1.929 8.628
H -12.329 3.089 8.968
H -11.985 1.681 8.129
N 5.108 -10.133 -4.582
S 3.739 -10.206 -5.180
O 2.573 -10.066 -4.293
O 3.627 -11.049 -6.409
F 3.800 -8.752 -5.908
S 5.032 -11.797 -4.294
O 5.651 -12.716 -5.246
O 3.920 -12.386 -3.529
F 6.120 -11.771 -3.075
N 2.071 6.721 0.207
S 0.757 6.152 0.677
O 0.133 6.648 1.869
O 0.586 4.727 0.360
F -0.145 6.962 -0.380
S 2.901 6.248 1.633
O 2.508 5.046 2.382
O 3.357 7.320 2.555
F 4.273 5.722 0.896
N 4.720 -2.332 -1.764
S 5.068 -0.988 -1.013
O 4.749 -0.845 0.407
O 5.158 0.130 -1.893
F 6.623 -1.447 -0.873
S 3.105 -2.047 -1.767
O 2.532 -1.184 -2.816
O 2.497 -2.062 -0.450
F 2.681 -3.456 -2.476
```

Summary:
orbital gap = 0.2267 Eh
total charge = +3
total energy = -176184.2304 eV

***

Q: total energy of number 3 (C3H4EuFO3)?
A: -31352.5893 eV

***

Q: Which of these has the lowest total charge?
A: C14H43F4IN19O9

***

What did the second record say?
# C31H31BrGaN3O4P

A structure of composition C31H31BrGaN3O4P (ωB97M-V/def2-TZVPD, the Open Molecules 2025 dataset).

```
72
Properties=species:S:1:pos:R:3
Ga 0.170 -1.483 -0.109
O -0.666 -1.895 3.645
C -1.051 -1.363 2.633
O -0.782 -1.792 1.424
C -1.863 -0.097 2.668
C -2.447 0.245 3.884
C -3.110 1.447 4.039
C -3.191 2.328 2.971
C -2.639 1.990 1.748
C -1.963 0.778 1.578
P -1.373 0.428 -0.123
C -0.883 2.040 -0.790
C -0.127 2.881 0.028
C 0.342 4.088 -0.461
C 0.061 4.466 -1.768
C -0.667 3.620 -2.589
C -1.125 2.401 -2.112
C -2.912 -0.114 -0.920
C -3.210 -1.477 -0.907
C -4.414 -1.926 -1.426
C -5.324 -1.020 -1.952
C -5.034 0.337 -1.951
C -3.835 0.796 -1.432
H -2.345 -0.454 4.703
H -3.552 1.702 4.993
H -3.671 3.290 3.091
H -2.720 2.679 0.918
H 0.081 2.594 1.052
H 0.921 4.738 0.182
H 0.406 5.422 -2.138
H -0.864 3.902 -3.615
H -1.679 1.738 -2.766
H -2.517 -2.187 -0.468
H -4.639 -2.984 -1.416
H -6.264 -1.371 -2.357
H -5.748 1.044 -2.353
H -3.619 1.856 -1.426
Br 2.673 0.684 -2.709
C 1.360 -0.492 -3.417
C 1.118 -0.493 -4.778
C 0.247 -1.448 -5.283
C -0.299 -2.384 -4.421
C -0.007 -2.286 -3.073
N 0.785 -1.331 -2.566
C -0.467 -3.356 -2.095
O -1.033 -4.337 -2.499
O -0.125 -3.126 -0.856
H 1.623 0.210 -5.423
H 0.034 -1.484 -6.343
H -0.933 -3.192 -4.757
C 1.605 0.231 2.866
C 2.180 -1.179 2.735
N 3.367 -1.180 1.876
C 4.647 -1.363 2.561
C 5.070 -0.153 3.388
C 3.257 -1.080 0.564
C 4.503 -0.939 -0.264
N 2.101 -1.101 -0.080
H 0.886 0.262 3.681
H 1.110 0.535 1.941
H 2.395 0.952 3.079
H 1.441 -1.872 2.331
H 2.464 -1.561 3.712
H 5.423 -1.604 1.842
H 4.540 -2.225 3.221
H 5.134 0.748 2.777
H 6.056 -0.349 3.808
H 4.380 0.030 4.211
H 5.195 -0.228 0.182
H 4.257 -0.590 -1.264
H 5.003 -1.905 -0.350
H 2.266 -1.041 -1.076
```

Summary:
orbital gap = 0.3332 Eh
energy relative to the best compared isomer or geometry (same formula, charge and spin) = 0.0 kJ/mol
total charge = +1
total energy = -177016.3087 eV